(1)
This record from the OMol25 dataset describes a structure of composition C36H76GeIrN12OSe. The level of theory is ωB97M-V/def2-TZVPD.

total energy	-183173.677	eV
relative energy (zero: lowest compared OMol25 entry of this formula, charge and spin)	0.0	kJ/mol
LUMO	-7.293	eV
frontier orbital gap	6.74	eV
charge	+3

Cartesian coordinates (Å):
Ir -0.485 -0.036 0.191
Se 3.931 4.038 -1.258
Ge 5.407 2.746 -3.905
O -3.318 -3.263 3.140
N -4.852 -0.139 0.879
N -0.554 2.890 -2.958
N -1.450 0.770 -3.190
N -2.517 -0.002 0.844
N 1.539 0.174 -0.062
N -3.674 -1.751 -0.262
N -0.916 1.578 -1.057
N 1.588 -1.571 -1.576
N -0.249 1.404 1.590
N -0.073 -1.594 1.654
N 3.595 -0.813 -0.690
N -2.459 -3.997 5.106
C -0.968 1.746 -2.383
C -0.970 0.576 -4.554
C 6.021 3.183 -5.696
C -3.646 -0.628 0.494
C 4.313 4.220 -3.174
C -2.641 0.902 2.012
C -1.207 3.466 -4.132
C -5.236 1.256 0.722
C 4.251 -2.117 -0.819
C 1.068 -2.311 1.702
C -3.784 -4.510 5.501
C -4.825 -2.039 -1.117
C -1.009 -3.092 3.297
C -1.269 2.730 -0.222
C 1.211 -3.426 2.501
C 0.141 -1.546 -1.698
C 2.141 0.974 1.015
C 2.207 -2.025 -2.837
C 6.880 2.342 -2.697
C -2.611 -0.015 -2.812
C -2.358 -3.464 3.889
C -2.763 -2.879 -0.166
C -1.707 -3.467 7.426
C 0.550 3.668 -2.415
C 1.132 1.198 2.139
C -4.750 -3.425 5.951
C 5.219 5.354 -0.636
C 4.534 0.301 -0.541
C 2.252 -0.678 -0.777
C -1.371 -4.103 6.086
C -5.900 -1.032 1.375
C -0.334 2.767 0.960
C 0.155 -3.846 3.300
C -1.287 1.194 2.639
C 4.136 1.238 -3.973
C -1.062 -1.988 2.467
H 1.235 3.918 -3.225
H -0.575 3.396 -5.019
H 2.336 -3.106 -2.846
H 4.803 -2.206 -1.756
H -1.994 -1.455 2.408
H -5.479 -2.794 -0.679
H -4.511 1.779 0.101
H -4.455 -2.426 -2.068
H -4.195 -5.042 4.643
H 6.592 2.354 -6.115
H 5.185 3.393 -6.363
H 4.964 -2.215 0.000
H -4.378 -2.889 6.824
H -2.912 0.258 -1.807
H 3.004 0.465 1.447
H -0.174 -2.488 -2.155
H 2.142 -3.975 2.478
H -4.924 -2.713 5.145
H 3.642 1.121 -3.005
H -0.637 3.488 1.719
H -6.201 1.296 0.215
H 3.361 4.238 -3.705
H 4.641 0.305 -4.230
H 1.883 -1.985 1.077
H 5.305 0.195 -1.306
H -0.490 -3.612 5.681
H 3.376 1.432 -4.732
H -2.550 -3.957 7.911
H 5.020 0.286 0.436
H -2.391 -1.086 -2.844
H 1.411 2.066 2.741
H -3.289 -3.736 0.258
H 0.239 -4.752 3.886
H 4.902 6.345 -0.945
H 1.091 0.331 2.794
H -2.404 -3.154 -1.161
H 7.406 1.446 -3.029
H -3.114 1.847 1.748
H 1.088 3.084 -1.676
H -5.396 -1.135 -1.308
H -1.131 -5.161 6.224
H 0.215 4.606 -1.966
H -2.154 2.968 -4.320
H 7.601 3.160 -2.685
H -1.405 4.519 -3.934
H 2.499 1.927 0.620
H 6.668 4.059 -5.671
H 6.198 5.116 -1.044
H 0.665 3.028 0.615
H -1.940 -2.408 7.313
H -5.476 -2.003 1.620
H -5.705 -3.876 6.217
H -5.340 1.771 1.680
H 4.765 5.203 -3.300
H -3.281 0.450 2.775
H -1.214 3.674 -0.759
H -1.681 0.934 -5.300
H -3.615 -5.239 6.292
H 4.052 1.260 -0.700
H 3.163 -1.535 -2.988
H 6.526 2.185 -1.677
H -0.019 1.085 -4.690
H -0.460 -1.673 -0.736
H -0.209 -0.746 -2.342
H 5.256 5.297 0.449
H 3.527 -2.925 -0.751
H -6.714 -1.148 0.658
H -0.820 -0.493 -4.726
H -3.432 0.179 -3.506
H -2.305 2.622 0.102
H -0.950 0.367 3.258
H -6.311 -0.603 2.290
H 1.564 -1.739 -3.671
H -1.930 -2.655 0.480
H -1.344 2.079 3.275
H -0.849 -3.562 8.091

Atom charges from the Löwdin analysis, given in e for atoms 1 to 2: atom 1 (Ir): 1.37, atom 2 (Se): 0.84

(2)
This record from the OMol25 dataset describes a structure of composition C45H53BrN3PSSeV. The level of theory is ωB97M-V/def2-TZVPD.

total energy	-233196.877	eV
relative energy (zero: lowest compared OMol25 entry of this formula, charge and spin)	21.5	kJ/mol
LUMO (spin up / spin down)	-0.883 / -1.358	eV
frontier orbital gap (spin up / spin down)	5.14 / 4.67	eV
2S+1	4

Cartesian coordinates (Å):
Br 5.351 0.692 -4.462
Se 1.410 -3.282 -0.246
V 0.785 -0.526 1.392
S -0.940 -4.022 3.591
P -1.003 0.689 -0.094
N 2.067 -1.794 2.242
N 2.260 0.826 0.785
N 0.903 0.526 3.009
C 1.961 -4.545 -4.742
C 3.402 -1.688 2.269
C 1.497 -2.899 2.775
C -2.487 -2.997 -1.250
C -1.806 3.538 2.876
C -3.064 4.265 2.348
C 1.593 1.935 5.342
C 1.101 -2.991 -3.119
C -0.477 2.085 -4.061
C 2.384 -5.372 -3.708
C 0.495 1.060 5.315
C -0.085 3.995 -2.454
C -0.835 1.097 -2.927
C 3.637 -3.781 3.381
C -1.944 1.748 1.137
C -0.859 3.520 -3.699
C 2.269 -3.918 3.337
C 2.993 0.842 -0.414
C -0.626 -1.771 2.259
C -0.912 1.819 -1.573
C -3.978 -2.667 -1.063
C -3.642 -0.186 -1.127
C -1.055 2.850 1.735
C 4.403 0.750 -2.821
C 4.218 -2.635 2.844
C -3.308 2.355 0.714
C 1.566 -3.792 -2.075
C 4.185 1.557 -0.581
C 1.308 -3.360 -4.441
C 0.255 2.814 -1.531
C 0.058 -2.863 2.752
C -1.999 -1.885 2.658
C 2.640 1.565 1.802
C -1.658 -1.715 -1.412
C 1.949 1.413 3.025
C 3.228 0.029 -2.688
C -2.271 -0.597 -0.556
C 0.192 0.398 4.153
C 4.885 1.511 -1.772
C 2.535 0.078 -1.495
C -2.302 -3.017 3.353
C 2.306 2.118 4.187
C -3.365 3.872 0.900
C 2.188 -5.003 -2.387
C -4.313 -1.385 -1.823
H -2.657 4.358 0.224
H 3.458 2.276 1.752
H -3.926 4.013 2.969
H -1.841 2.395 -1.524
H -5.392 -1.221 -1.860
H 3.831 -0.817 1.795
H -2.935 5.348 2.411
H 5.287 -2.479 2.862
H -3.263 -3.319 3.743
H 0.470 3.170 -0.524
H -2.090 2.771 3.603
H 0.956 -2.715 -5.239
H 1.773 -4.799 3.719
H 2.521 -5.641 -1.578
H -3.962 -1.478 -2.854
H -0.648 -0.280 4.122
H -0.985 1.786 -4.979
H -3.550 2.131 -0.323
H 4.257 -4.557 3.809
H 1.867 2.451 6.252
H 2.873 -6.311 -3.937
H 5.808 2.064 -1.884
H -0.070 0.318 -2.878
H 2.882 -0.586 -3.505
H 0.596 2.048 -4.262
H -0.656 4.184 -4.541
H -1.625 -1.423 -2.463
H -3.570 0.650 -1.827
H -4.359 4.229 0.621
H -1.785 0.613 -3.148
H -1.936 3.568 -3.516
H -1.141 4.236 3.389
H 1.629 -0.502 -1.369
H -0.797 3.598 0.984
H -2.759 -1.134 2.474
H -4.098 1.909 1.324
H -4.290 0.127 -0.306
H -2.115 1.028 1.947
H -2.444 -1.053 0.419
H 0.834 4.505 -2.751
H 1.159 2.311 -1.885
H 0.565 -2.079 -2.883
H -0.639 -1.918 -1.084
H -0.107 0.895 6.197
H -2.113 -3.568 -0.397
H 4.594 2.156 0.223
H -0.125 2.426 2.098
H -4.598 -3.498 -1.402
H 2.132 -4.827 -5.773
H -0.694 4.721 -1.908
H 3.148 2.796 4.139
H -2.358 -3.624 -2.135
H -4.205 -2.509 -0.003

Atom charges from the Löwdin analysis, given in e for atoms 1 to 2: atom 1 (Br): 0.74, atom 2 (Se): 0.75

(3)
This record from the OMol25 dataset describes the ion C6H16N3 with charge +1. The level of theory is ωB97M-V/def2-TZVPD.

total energy	-10943.546	eV
relative energy (zero: lowest compared OMol25 entry of this formula, charge and spin)	125.7	kJ/mol
SMILES	C[C@@H]1[C@@H](N)[N@H+](C)CN1C
LUMO	-2.746	eV
frontier orbital gap	10.05	eV
charge	+1

Cartesian coordinates (Å):
N 1.850 -1.336 -1.106
N -0.891 0.472 -0.277
N 1.395 0.812 -0.062
C -0.493 -0.897 -0.038
C -1.030 -1.436 1.227
C 0.157 1.233 -0.830
C -2.259 0.649 -0.808
C 1.296 1.377 1.271
C 1.127 -0.839 0.015
H -2.984 0.476 0.025
H -1.960 -0.846 1.444
H -2.341 1.715 -1.197
H 1.327 -2.065 -1.663
H 1.660 -1.010 1.039
H -0.759 -1.472 -1.035
H -0.288 -1.188 2.041
H 2.223 0.944 1.775
H 0.340 0.875 1.619
H 2.746 -1.733 -0.825
H -1.365 -2.378 1.124
H 0.423 1.195 -1.976
H -2.521 -0.084 -1.545
H 1.117 2.483 1.377
H -0.150 2.314 -0.715
H 2.396 0.824 -0.523

Atom charges from the Löwdin analysis, given in e for atoms 1 to 2: atom 1 (N): 0.07, atom 2 (N): -0.22

(4)
This record from the OMol25 dataset describes a cluster of 2 separate species, C19H42BrFNO6P2 in total. The level of theory is ωB97M-V/def2-TZVPD.

total energy	-125488.441	eV
LUMO	-3.055	eV
frontier orbital gap	8.32	eV
charge	+1

Cartesian coordinates (Å):
Br 8.276 1.307 -1.435
P 6.995 -1.697 -0.983
P -6.529 3.443 -0.602
F 3.598 0.163 -1.692
O 6.487 1.290 0.605
O -6.322 2.050 -1.323
O -5.658 3.023 0.706
O -7.956 3.719 -0.388
O -5.731 4.778 -0.907
O -4.969 -2.194 -0.232
N 4.498 -0.351 -0.749
C -2.580 -0.052 0.070
C 5.503 0.565 1.314
C 3.189 -0.396 1.401
C -4.946 -3.600 -0.296
C 4.210 0.359 0.547
C -1.763 -0.146 1.370
C -2.738 -1.350 -0.734
C 6.457 1.162 -0.779
C 6.948 -2.423 -2.663
C 6.449 -2.992 1.488
C 5.997 -2.906 0.015
C -5.878 3.743 1.917
C 0.695 -0.182 0.708
C -0.478 -0.972 1.292
C -4.173 -1.566 -1.219
C 5.881 -0.166 -1.278
C -6.320 6.067 -0.643
C 1.988 -1.023 0.664
C -7.265 1.028 -0.930
H 4.905 -2.805 -0.028
H 5.764 -0.062 -2.357
H 4.242 -1.343 -0.691
H -2.152 0.746 -0.541
H 6.739 -4.003 1.755
H 2.217 -1.300 -0.369
H 3.787 1.320 0.254
H 5.968 2.007 -1.265
H 5.647 -2.677 2.158
H 7.621 -3.277 -2.685
H 5.236 1.156 2.191
H -5.570 6.620 -0.082
H -5.589 3.086 2.734
H -1.460 0.873 1.632
H -0.195 -1.255 2.312
H 7.282 -2.316 1.684
H -7.237 5.968 -0.070
H -2.389 -0.480 2.198
H -6.931 4.011 2.025
H 3.693 -1.127 2.036
H 5.900 -0.387 1.681
H -4.161 -2.181 -2.126
H 0.841 0.705 1.328
H -0.605 -1.909 0.747
H -7.343 0.984 0.155
H -5.261 4.644 1.953
H -3.583 0.291 0.335
H -8.239 1.222 -1.368
H -5.702 -3.971 0.392
H -2.063 -1.359 -1.594
H 0.430 0.145 -0.301
H -4.647 -0.611 -1.449
H -6.524 6.578 -1.580
H -6.856 0.096 -1.310
H -2.467 -2.217 -0.126
H 7.276 -1.671 -3.381
H 1.781 -1.967 1.173
H -5.173 -3.959 -1.305
H 6.193 -3.861 -0.478
H 2.791 0.360 2.081
H -3.977 -4.014 0.008
H 5.948 -2.745 -2.965

Atom charges from the Löwdin analysis, given in e for atoms 1 to 2: atom 1 (Br): 0.81, atom 2 (P): 0.98

> Look up the total energy of the third one.

-10943.546 eV